{
  "formula": "C25H39AlBrClN3O10S",
  "method": "wB97M-V/def2-TZVPD",
  "total_charge": 3,
  "lumo_energy_ev": -13.121,
  "orbital_gap_ev": 1.24,
  "homo_energy_ev": -14.36,
  "symbols": ["C", "H", "H", "C", "O", "H", "N", "H", "H", "C", "H", "C", "O", "O", "C", "Br", "O", "H", "Cl", "N", "H", "H", "C", "H", "H", "H", "C", "H", "H", "H", "H", "H", "O", "C", "H", "Al", "H", "C", "H", "H", "H", "H", "C", "H", "C", "C", "H", "H", "C", "O", "O", "S", "C", "H", "C", "H", "C", "H", "H", "H", "H", "H", "H", "O", "C", "C", "C", "C", "H", "C", "N", "O", "C", "H", "O", "H", "H", "C", "C", "C", "H"],
  "xyz": [[-3.485, -2.574, 1.332], [-2.481, -5.407, -0.187], [-5.970, -0.140, 1.036], [-1.859, -1.227, -0.694], [0.430, -8.785, 2.435], [-0.248, -1.044, -3.053], [-0.917, -2.394, -0.886], [-2.141, -8.355, 2.463], [-3.321, 2.985, -2.794], [-3.094, -1.274, 0.384], [3.056, -0.025, -3.000], [-2.319, 2.678, -2.222], [0.130, -7.523, 0.654], [-1.590, 6.980, 4.046], [-1.565, -3.529, -1.305], [-2.673, 5.765, -1.868], [-1.197, 3.934, -0.164], [-3.561, 7.402, 3.712], [-0.170, 7.729, 0.908], [-2.529, 1.408, -1.429], [-0.641, -5.611, -0.590], [4.490, -1.745, -2.201], [-2.707, 6.977, 3.168], [-4.362, 2.874, 0.711], [-2.428, 4.813, 3.199], [-1.754, -9.761, 1.401], [2.941, -0.666, -0.779], [8.092, -2.342, 0.967], [0.913, 1.198, -1.035], [-4.087, 5.344, 2.871], [-1.179, -4.490, 0.836], [-3.063, 8.366, 1.543], [-1.444, 8.826, 2.761], [-3.031, 5.571, 2.690], [9.469, -2.530, -0.431], [-7.070, 0.930, 1.523], [-1.595, 7.374, 1.340], [5.425, 0.117, -1.223], [4.891, 1.098, -0.837], [8.261, -0.584, -1.830], [-1.921, -2.985, -3.492], [2.288, -1.504, -0.245], [4.468, -1.231, -1.135], [2.955, 0.310, -0.123], [-1.939, 3.998, -1.273], [2.213, -0.380, -2.247], [1.857, -1.437, -2.634], [9.270, -0.884, 0.641], [-1.643, 0.158, -1.596], [-4.618, 2.547, -0.223], [-4.234, -3.531, 0.716], [-1.403, -2.263, 2.723], [-4.025, 0.068, 0.548], [-1.485, 2.625, -3.040], [-2.237, 7.882, 2.068], [7.115, -2.083, -1.539], [8.737, -1.810, 0.137], [7.238, 0.810, 0.163], [1.288, 1.637, -2.843], [6.258, -0.771, 0.754], [-2.188, -8.176, 0.676], [-3.533, -3.447, -2.467], [-2.274, -4.855, -3.028], [-5.132, 0.072, 1.544], [-1.461, -4.839, -0.270], [-0.388, 0.083, -2.694], [7.703, -1.202, -1.007], [-2.398, -3.722, -2.706], [-0.712, 0.677, -3.677], [-0.916, 8.150, 3.829], [-0.263, -8.296, 1.536], [0.030, 8.542, 4.486], [1.012, 0.735, -2.118], [-1.250, -0.875, 2.448], [-3.066, -2.680, 2.741], [5.814, 0.313, -2.318], [-2.878, 5.464, 1.611], [6.689, -0.172, -0.175], [-1.702, -8.677, 1.516], [-3.691, 1.388, -0.418], [4.806, -2.002, -0.320]],
  "mulliken_charge": [0.277, 0.335, 0.364, 0.119, -0.476, 0.309, -0.069, 0.286, 0.504, 0.329, 0.327, -0.567, -0.514, -0.323, 0.360, -0.071, -0.486, 0.367, 0.114, 0.324, 0.457, 0.318, 0.461, 0.383, 0.400, 0.308, -0.574, 0.254, 0.325, 0.360, 0.124, 0.462, -0.256, -0.945, 0.313, 0.603, 0.345, -0.558, 0.295, 0.297, 0.264, 0.170, -0.706, 0.368, 0.407, -0.599, 0.271, 0.265, 0.430, -0.509, -0.443, 0.011, 0.298, 0.343, -0.258, 0.236, -0.911, 0.336, 0.275, 0.218, 0.263, 0.250, 0.367, -0.383, -0.937, -1.081, -0.379, -0.890, 0.509, 0.572, 0.817, -0.404, -0.309, 0.177, -0.294, 0.322, 0.008, -0.604, -0.684, -0.072, 0.408]
}

---

{
  "formula": "C25H39B2Cl2F4N9O5S2SbTl",
  "method": "wB97M-V/def2-TZVPD",
  "de_lowest_kcal_mol": 2.23,
  "total_charge": -2,
  "lumo_energy_ev": 4.252,
  "orbital_gap_ev": 6.16,
  "homo_energy_ev": -1.91,
  "symbols": ["B", "Cl", "H", "H", "H", "H", "F", "N", "H", "H", "H", "C", "S", "C", "H", "H", "F", "H", "O", "H", "H", "N", "H", "H", "N", "N", "H", "F", "C", "H", "H", "H", "F", "S", "C", "H", "B", "C", "N", "H", "C", "H", "H", "H", "Cl", "H", "C", "C", "N", "C", "H", "C", "H", "H", "H", "Sb", "O", "N", "H", "C", "O", "O", "C", "C", "H", "C", "Tl", "C", "H", "C", "C", "C", "C", "C", "C", "H", "O", "C", "H", "H", "N", "N", "C", "H", "C", "H", "H", "H", "H", "C"],
  "xyz": [[-2.918, -4.361, 0.058], [-1.288, -2.284, -3.098], [1.627, 1.551, -5.875], [1.355, -6.132, 0.146], [-5.851, 2.188, -0.145], [2.961, -0.802, -0.914], [-3.017, -5.076, 1.284], [3.972, 2.124, -0.130], [2.955, 1.451, -3.737], [1.060, -2.480, -4.529], [-4.769, 3.572, 0.070], [-5.422, 3.059, -0.638], [-3.410, 0.928, -0.297], [2.952, -3.762, 1.276], [0.312, -5.679, -1.207], [0.981, 1.777, -2.475], [1.042, -1.756, 4.309], [-4.567, -3.297, 2.238], [0.035, -0.007, 3.069], [-6.206, 3.727, -0.988], [1.992, -5.092, -1.135], [-0.609, -3.748, 0.244], [-2.200, 4.230, -0.037], [4.975, 0.302, -0.293], [3.942, 0.651, -2.077], [-1.868, 0.540, -3.026], [-4.658, -1.948, 3.397], [-3.718, -4.948, -0.913], [-2.872, -2.026, 2.226], [2.991, -4.851, 1.298], [3.270, -3.357, 2.234], [0.986, 2.849, -1.060], [2.191, 0.194, 3.826], [-2.793, 1.894, -3.119], [-0.057, 1.184, -4.636], [1.047, 2.813, 3.595], [1.296, -0.757, 3.335], [-1.928, -1.267, 4.506], [2.784, 2.803, -2.152], [4.492, 3.723, -1.375], [-0.836, 0.309, -3.824], [-1.660, -2.261, 4.869], [2.440, -0.808, -5.794], [2.163, 2.184, 0.933], [-0.498, 2.879, -4.801], [2.990, 0.621, 0.979], [-4.003, -2.698, 2.945], [0.782, -1.435, -4.555], [1.109, -2.157, 1.412], [-1.866, -1.234, 3.010], [3.654, -3.409, 0.516], [-2.372, 2.345, 2.957], [5.630, 1.614, -1.303], [-1.949, 5.027, 1.538], [-0.644, 4.985, 0.329], [-0.741, 2.537, 1.565], [1.967, -1.405, 2.178], [1.918, 0.999, -0.778], [-1.216, -0.559, 4.917], [-0.353, -1.046, -3.884], [-4.706, 2.685, -1.806], [-3.455, -2.984, 0.270], [1.578, 2.132, -1.634], [-3.678, 1.803, -1.664], [2.103, -0.313, -2.397], [1.539, -0.511, -5.275], [-0.689, -0.853, -0.413], [4.711, 1.148, -0.933], [-3.226, 1.891, 2.455], [2.703, 0.045, -1.556], [0.613, -4.115, 0.192], [1.086, 0.797, -5.317], [3.557, 1.804, -2.899], [1.101, -5.327, -0.548], [0.517, 3.556, 2.998], [-2.054, 1.702, 3.779], [-1.511, -4.499, -0.431], [2.737, 1.469, 0.340], [3.007, 3.952, -0.423], [1.249, 4.172, 2.472], [-0.962, -0.641, 2.334], [-2.635, -2.139, 0.980], [-1.478, 4.424, 0.758], [4.464, 2.279, -3.286], [1.564, -3.270, 0.983], [-0.090, 4.193, 3.644], [-2.939, -1.035, 4.847], [-3.630, -3.349, 3.737], [-2.643, 3.331, 3.337], [3.586, 3.232, -1.006]],
  "mulliken_charge": [0.802, -0.082, 0.374, 0.330, 0.332, 0.012, -0.385, 0.076, -0.178, 0.378, 0.254, -0.676, 0.039, -1.721, 0.431, -1.160, -0.392, 0.447, -0.621, 0.237, 0.333, 0.072, 0.247, 0.373, 0.075, -0.407, 0.399, -0.393, 0.132, 0.447, 0.392, 0.138, -0.399, -0.155, 0.636, 0.313, 0.850, -2.094, 0.076, 0.359, -0.461, 0.325, 0.341, -0.152, -0.249, 0.025, -1.816, -0.985, 0.514, 0.522, 0.242, -1.332, 0.347, 0.436, 0.372, 0.385, -0.836, 0.963, 0.398, 0.562, -0.315, -0.709, 0.818, 0.072, -0.445, -0.255, 1.110, -0.712, 0.295, 0.238, 0.466, -0.629, -0.366, -1.801, -1.403, 0.318, -0.549, -0.304, 0.333, 0.350, 0.802, 0.552, -1.324, 0.405, 0.438, 0.445, 0.506, 0.297, 0.583, -0.704]
}

---

{
  "formula": "C25H39BIrN11OS3",
  "method": "wB97M-V/def2-TZVPD",
  "s2": 8.770,
  "total_charge": 3,
  "multiplicity": 6,
  "lumo_energy_ev": [-8.232, -12.294],
  "orbital_gap_ev": [6.77, 2.71],
  "homo_energy_ev": [-15.00, -15.00],
  "symbols": ["C", "H", "H", "C", "C", "H", "C", "H", "H", "C", "H", "N", "H", "H", "C", "N", "S", "H", "C", "N", "H", "C", "N", "H", "C", "H", "H", "H", "H", "C", "H", "C", "C", "H", "C", "H", "O", "H", "H", "H", "C", "H", "H", "H", "H", "C", "H", "B", "H", "Ir", "N", "C", "H", "N", "N", "H", "N", "H", "N", "H", "N", "H", "H", "S", "C", "C", "C", "H", "C", "H", "C", "C", "H", "S", "H", "H", "H", "C", "C", "N", "C"],
  "xyz": [[0.393, -4.761, -1.938], [2.624, 4.503, -0.507], [2.869, -3.277, 1.956], [3.339, 2.936, 1.496], [2.894, 0.602, -3.989], [0.430, 4.318, 2.333], [1.112, -4.274, 2.788], [0.653, 1.400, 2.548], [1.028, 4.918, 0.141], [1.802, 4.154, 0.115], [-4.832, 0.716, 3.984], [-1.384, -0.777, -2.691], [0.169, 2.898, -0.699], [3.684, 1.042, -4.571], [-2.459, 0.201, -1.055], [-0.592, -1.615, -4.922], [-2.369, 0.484, 2.557], [0.131, -2.544, 4.433], [-0.020, -2.396, -5.886], [1.341, 1.758, 0.603], [4.171, 3.268, 0.877], [1.769, -0.056, -4.465], [0.145, -2.705, -2.727], [-0.225, -2.333, -8.079], [-2.689, -0.848, -2.974], [1.770, 2.474, -1.322], [-0.429, -0.979, 3.825], [-6.404, 2.605, 3.769], [-1.881, -0.243, -7.463], [0.036, -4.005, -3.042], [0.431, -5.834, -1.856], [2.772, 0.548, -2.612], [1.189, 3.537, 2.335], [-3.051, -1.348, -3.855], [1.044, -0.837, 5.436], [1.564, 3.415, 3.350], [0.797, -1.379, 1.585], [-4.479, -0.098, -1.893], [3.681, 2.828, 2.524], [1.290, 0.205, 5.223], [-4.898, 3.864, 2.844], [0.285, -3.933, 2.162], [-5.534, 3.891, 1.964], [1.492, -5.201, 2.360], [0.733, -4.512, 3.779], [0.431, -1.520, 4.221], [-4.836, 4.857, 3.279], [-0.210, -1.413, -3.482], [3.307, 1.234, 0.083], [0.579, -0.608, -0.429], [0.547, -2.593, -1.443], [-5.339, 2.810, 3.857], [0.338, -0.853, 6.264], [-4.577, 1.596, 3.560], [-1.225, -0.139, -1.509], [-0.456, 2.299, 1.522], [1.034, -0.471, -3.424], [2.869, -3.341, 3.717], [-1.375, -0.664, -5.490], [-2.588, 0.728, -0.121], [2.259, 3.878, 1.446], [3.461, 0.920, -1.871], [1.952, -1.342, 5.767], [1.648, -1.517, 2.860], [-3.412, -0.217, -1.953], [1.218, 2.776, -0.436], [2.744, 1.559, 0.955], [1.476, -0.244, -5.485], [2.227, -3.242, 2.839], [2.822, 0.801, 1.730], [0.591, 2.167, 1.780], [-1.321, -0.870, -6.789], [0.668, -3.195, -5.653], [-3.229, 3.347, 2.306], [1.031, -3.991, 0.057], [-0.305, -4.323, -4.014], [-5.128, 3.132, 4.879], [0.705, -3.830, -0.958], [-3.460, 1.712, 2.870], [1.638, -0.087, -2.277], [-0.478, -1.964, -7.100]],
  "mulliken_charge": [-1.400, 0.393, 0.426, -0.800, -1.309, 0.343, -1.403, -0.148, 0.266, -0.921, 0.260, 0.990, 0.592, 0.486, -0.196, 0.304, -0.008, 0.536, -0.270, 0.348, 0.293, -0.044, 0.712, 0.454, 0.076, 0.188, -0.472, 0.348, 0.488, 0.120, 0.438, -0.210, -0.922, 0.581, -1.132, 0.321, -0.450, 0.463, 0.385, 0.270, -0.474, 0.398, 0.340, 0.389, 0.414, 0.185, 0.431, 0.014, 0.002, 2.545, -0.718, -0.606, 0.400, -0.169, -1.264, -0.196, 1.231, 0.534, -0.987, 0.319, 0.189, 0.410, 0.347, 0.266, -1.323, -0.414, 0.230, 0.414, -0.544, 0.056, 0.582, -0.270, 0.581, 0.013, 0.235, 0.633, 0.317, -0.006, 0.448, -1.445, -0.902]
}

---

Largest force on an atom
In order: 9.64; 0.45; 1.87
Unit: eV Å⁻¹